Computed, not measured: 21 unconnected molecules or ions with the total composition C6H42O24 in a non-equilibrium geometry, with ωB97M-V/def2-TZVPD.

Energy relative to the best compared isomer or geometry (same formula, charge and spin) ... 530.0 kJ/mol
Strongest force on any atom ... 0.10289 Eh/bohr
LUMO level ... 3.7 eV

ORCA input file:
```
! wB97M-V def2-TZVPD RIJCOSX def2/J DEFGRID3
* xyz -2 1
C 2.52 27.32 -5.39
C 1.95 27.34 -4.19
C 2.61 26.51 -3.07
O 2.07 26.36 -1.89
C 3.79 25.78 -3.23
C 4.40 25.72 -4.51
C 3.71 26.50 -5.70
O 4.09 26.21 -6.83
O 5.57 25.19 -4.62
O 0.83 27.98 -4.08
H 2.14 27.86 -6.25
H 4.26 25.26 -2.42
O -4.07 29.83 -2.45
H -4.31 29.07 -1.91
H -3.22 29.60 -2.82
O 11.11 22.34 -5.85
H 10.39 22.85 -5.48
H 11.57 22.95 -6.43
O -1.55 25.01 -5.84
H -2.38 25.42 -6.05
H -0.92 25.73 -5.82
O 7.89 25.95 -1.55
H 7.29 25.81 -0.81
H 7.44 25.55 -2.29
O -2.37 24.10 -2.13
H -1.99 24.83 -1.65
H -2.02 24.20 -3.02
O -1.60 30.89 -7.02
H -1.09 30.33 -6.42
H -2.46 30.94 -6.61
O 1.55 24.59 -9.95
H 0.94 25.33 -9.92
H 2.41 24.98 -9.78
O 2.23 22.20 -0.36
H 2.41 23.12 -0.59
H 2.52 21.71 -1.13
O 5.88 25.57 2.20
H 5.14 25.86 2.73
H 6.30 24.88 2.71
O 8.40 26.17 -8.20
H 7.74 26.57 -8.77
H 7.89 25.62 -7.60
O 0.74 31.76 -10.52
H 0.16 31.41 -9.84
H 0.41 31.40 -11.34
O 10.07 27.87 -4.65
H 9.37 27.61 -4.04
H 9.66 27.82 -5.52
O 5.39 23.22 -10.28
H 5.78 23.75 -10.98
H 5.33 23.83 -9.54
O 3.62 32.42 -3.62
H 2.99 31.70 -3.64
H 4.46 32.00 -3.43
O 4.17 29.52 1.19
H 3.77 28.66 1.12
H 4.88 29.51 0.54
O 6.09 29.59 -9.53
H 5.55 30.37 -9.47
H 5.50 28.87 -9.30
O -0.16 25.52 2.79
H 0.12 25.88 1.95
H -1.08 25.30 2.66
O 6.72 20.63 -3.97
H 6.77 21.58 -3.86
H 6.66 20.51 -4.92
O 6.16 29.43 -1.89
H 6.90 30.03 -2.01
H 6.57 28.57 -1.79
O 0.89 31.28 0.22
H 1.76 31.17 0.60
H 0.79 30.54 -0.38
*
```

Atomic partial charges in e from the Mulliken method, atoms 1 to 6: C -0.542; C 0.186; C 0.446; O -0.866; C -0.546; C 0.516

---

Computed, not measured: 19 unconnected molecules or ions with the total composition C6H47N2O18 in a non-equilibrium geometry, with ωB97M-V/def2-TZVPD.

Energy relative to the best compared isomer or geometry (same formula, charge and spin) ... 0.0 kJ/mol
Strongest force on any atom ... 0.04179 Eh/bohr
LUMO level ... -2.6 eV

ORCA input file:
```
! wB97M-V def2-TZVPD RIJCOSX def2/J DEFGRID3
* xyz 1 1
C 1.34 1.79 1.89
C 1.32 0.26 1.72
N 0.41 -0.17 0.65
C -0.36 -1.33 0.69
C -1.05 -1.34 -0.44
N -0.64 -0.26 -1.19
C 0.14 0.47 -0.43
C -1.21 0.23 -2.42
H 0.31 2.09 2.07
H 1.72 2.22 0.96
H 1.96 2.04 2.74
H 0.94 -0.22 2.62
H 2.31 -0.16 1.51
H -0.29 -1.98 1.53
H -1.84 -1.95 -0.85
H 0.58 1.41 -0.70
H -1.51 -0.59 -3.08
H -0.45 0.75 -3.02
H -2.04 0.91 -2.26
O -3.48 -1.21 2.43
H -3.22 -1.68 3.23
H -3.48 -1.88 1.71
O -1.08 3.24 -0.79
H -0.58 4.06 -0.89
H -1.69 3.41 -0.06
O 1.84 -0.77 -3.00
H 1.48 -0.62 -3.89
H 1.48 -1.63 -2.75
O -4.09 -2.68 0.15
H -4.25 -3.49 0.66
H -4.40 -2.90 -0.74
O -1.64 -3.19 -3.60
H -1.42 -4.12 -3.77
H -2.60 -3.16 -3.55
O 0.02 -1.49 -5.27
H -0.60 -1.89 -4.63
H -0.49 -0.79 -5.70
O -1.62 -2.36 4.24
H -1.67 -3.19 4.74
H -0.95 -1.83 4.69
O 4.91 0.76 1.41
H 4.67 1.59 1.89
H 5.79 0.90 1.06
O 1.95 2.13 -3.35
H 1.89 2.53 -2.47
H 2.39 1.27 -3.20
O -2.94 3.61 -3.05
H -2.81 3.12 -2.23
H -2.04 3.66 -3.41
O -2.07 1.13 2.94
H -2.51 0.33 2.54
H -1.56 0.78 3.69
O 4.26 -1.95 1.60
H 4.30 -1.93 2.56
H 4.45 -1.02 1.34
O -0.22 0.02 5.68
H 0.63 -0.47 5.62
H -0.52 -0.10 6.59
O -2.35 -4.59 -0.88
H -1.63 -5.05 -1.31
H -3.11 -4.72 -1.45
O 4.33 3.01 2.93
H 4.57 3.93 2.77
H 4.70 2.81 3.81
O -0.25 3.89 -4.02
H 0.11 4.79 -4.01
H 0.53 3.32 -3.81
O 2.33 -1.36 5.88
H 2.36 -1.61 6.82
H 2.08 -2.17 5.41
O -0.83 1.62 -5.68
H -0.85 2.38 -5.07
H -1.75 1.36 -5.77
*
```

Atomic partial charges in e from the Mulliken method, atoms 1 to 6: C -1.306; C 0.171; N 0.609; C -0.910; C -0.613; N 0.767

---

Computed, not measured: a molecular structure, C6H4AuO10S3 in a non-equilibrium geometry, with ωB97M-V/def2-TZVPD.

Strongest force on any atom ... 0.09561 Eh/bohr
LUMO level (alpha / beta) ... -1.5 / -2.1 eV

ORCA input file:
```
! wB97M-V def2-TZVPD RIJCOSX def2/J DEFGRID3
* xyz -1 1
Au -0.31 -0.34 0.54
O -1.63 -2.10 -3.01
S -0.50 -1.51 -2.34
O 0.76 -1.86 -2.90
O -0.65 -1.71 -0.87
C -0.73 0.28 -2.60
C -2.00 0.69 -2.96
C -2.21 2.02 -3.27
C -1.16 2.92 -3.24
C 0.11 2.51 -2.86
C 0.28 1.18 -2.53
S 1.96 0.70 -1.93
O 2.56 0.21 -3.15
O 2.52 1.95 -1.49
O 1.68 -0.26 -0.89
H -2.79 -0.06 -3.01
H -3.20 2.35 -3.54
H -1.32 3.96 -3.49
H 0.95 3.18 -2.79
O -0.45 3.27 1.89
S -1.05 2.00 1.59
O -2.39 1.88 2.11
O -0.18 0.83 2.11
O -1.03 1.68 0.09
*
```

Atomic partial charges in e from the natural (NBO) method, atoms 1 to 6: Au 1.455; O -0.969; S 2.413; O -0.917; O -0.988; C -0.401

---

Computed, not measured: a molecular structure, C6H4BBaF7NO4S, with ωB97M-V/def2-TZVPD.

Strongest force on any atom ... 0.01846 Eh/bohr
LUMO level ... 2.4 eV

ORCA input file:
```
! wB97M-V def2-TZVPD RIJCOSX def2/J DEFGRID3
* xyz -1 1
Ba -1.22 0.17 -2.75
O -3.27 1.78 -2.10
S -2.49 1.89 -0.83
O -3.06 2.75 0.17
O -1.11 2.34 -1.28
O -2.29 0.47 -0.37
F 0.64 -1.47 -4.19
B -0.29 -1.27 -5.23
F -1.55 -1.74 -4.75
F -0.38 0.13 -5.44
F 0.06 -1.92 -6.39
F 2.60 -0.52 4.65
C 1.37 -0.06 4.31
F 1.30 1.20 4.75
F 0.49 -0.78 5.01
C 1.14 -0.17 2.83
C 0.74 0.92 2.08
C 0.54 0.75 0.71
N 0.74 -0.42 0.09
C 1.11 -1.46 0.84
C 1.32 -1.39 2.20
H 0.55 1.88 2.53
H 0.18 1.57 0.10
H 1.25 -2.40 0.31
H 1.63 -2.27 2.76
*
```

Atomic partial charges in e from the natural (NBO) method, atoms 1 to 6: Ba 1.893; O -1.128; S 2.535; O -0.994; O -1.161; O -1.148

---

Computed, not measured: C6H4BrN in the gas phase in a non-equilibrium geometry, with ωB97M-V/def2-TZVPD.

Structure (SMILES) ... Br[C@H]1C=CC=C2N=C21
Energy relative to the best compared isomer or geometry (same formula, charge and spin) ... 27.8 kJ/mol
Strongest force on any atom ... 0.05958 Eh/bohr
LUMO level (alpha / beta) ... -0.9 / -0.9 eV

ORCA input file:
```
! wB97M-V def2-TZVPD RIJCOSX def2/J DEFGRID3
* xyz 0 1
C 0.48 0.54 -0.96
C 0.76 0.97 0.32
C -0.42 -0.59 -1.18
C 0.28 0.37 1.52
C -0.23 -1.36 0.00
C -0.20 -0.87 1.33
N 0.01 -2.19 0.91
Br -2.44 0.28 -0.77
H 1.00 0.95 -1.88
H 1.21 1.92 0.44
H -0.63 -1.09 -2.05
H 0.18 1.06 2.32
*
```

Atomic partial charges in e from the natural (NBO) method, atoms 1 to 6: C -0.255; C -0.145; C -0.177; C -0.321; C 0.237; C 0.169

---

Computed, not measured: a molecular structure, C6H4CdO6 in a non-equilibrium geometry, with ωB97M-V/def2-TZVPD.

Strongest force on any atom ... 0.09272 Eh/bohr
LUMO level ... -8.6 eV

ORCA input file:
```
! wB97M-V def2-TZVPD RIJCOSX def2/J DEFGRID3
* xyz 2 1
O 0.23 -0.14 -4.47
C 0.27 -0.19 -3.34
Cd 0.35 -0.25 -0.79
O 2.46 -2.98 -0.62
C 1.75 -2.10 -0.76
C -1.16 1.63 -0.81
O -1.85 2.53 -0.65
C -1.57 -1.63 -0.78
O -2.49 -2.29 -0.64
C 2.10 1.24 -0.78
O 2.96 1.98 -0.62
C -0.88 0.44 2.43
O 0.30 0.02 1.72
H -1.74 0.00 1.91
H -0.97 1.53 2.42
H -0.84 0.06 3.46
H 1.07 0.16 2.31
*
```

Atomic partial charges in e from the natural (NBO) method, atoms 1 to 6: O -0.319; C 0.405; Cd 1.441; O -0.290; C 0.404; C 0.408

---

Computed, not measured: C6H4ClF3O2 in the gas phase in a non-equilibrium geometry, with ωB97M-V/def2-TZVPD.

Structure (SMILES) ... C=CC(=C=O)C(F)(F)[C@H](F)OCl
Energy relative to the best compared isomer or geometry (same formula, charge and spin) ... 196.6 kJ/mol
Strongest force on any atom ... 0.05840 Eh/bohr
LUMO level ... -0.9 eV

ORCA input file:
```
! wB97M-V def2-TZVPD RIJCOSX def2/J DEFGRID3
* xyz 0 1
C -0.20 -2.84 0.29
C 0.29 -1.75 0.92
C 1.20 0.48 1.27
C -0.21 1.79 -1.30
C 0.46 -0.32 0.55
C -0.49 0.43 -0.49
O 1.89 1.10 1.97
O -0.71 2.95 -0.72
F 1.14 1.89 -1.60
F -0.48 -0.44 -1.53
F -1.72 0.51 0.06
Cl -0.17 3.14 0.94
H -0.29 -3.89 0.80
H -0.64 -2.85 -0.73
H 0.65 -1.87 1.90
H -0.74 1.68 -2.33
*
```

Atomic partial charges in e from the natural (NBO) method, atoms 1 to 6: C -0.390; C -0.193; C 0.763; C 0.409; C -0.424; C 0.666

---

Computed, not measured: 2 unconnected molecules or ions with the total composition C6H4ClN3 in a non-equilibrium geometry, with ωB97M-V/def2-TZVPD.

Energy relative to the best compared isomer or geometry (same formula, charge and spin) ... 570.5 kJ/mol
Strongest force on any atom ... 0.08441 Eh/bohr
LUMO level ... 0.1 eV

ORCA input file:
```
! wB97M-V def2-TZVPD RIJCOSX def2/J DEFGRID3
* xyz 0 1
C -1.68 0.56 0.67
C -1.03 0.81 1.83
C -1.01 -0.02 -0.40
C 0.28 0.49 1.94
C 0.31 -0.36 -0.14
C 1.50 -0.98 -2.06
N 0.95 -0.13 0.98
N 2.80 -0.35 -2.27
N 1.79 0.14 -2.84
Cl 1.20 -2.58 -2.58
H -2.72 0.80 0.73
H -1.75 1.17 2.59
H -1.44 -0.05 -1.36
H 0.81 0.50 2.92
*
```

Atomic partial charges in e from the natural (NBO) method, atoms 1 to 6: C -0.152; C -0.270; C -0.319; C 0.046; C 0.318; C 0.053

---

Computed, not measured: 2 unconnected molecules or ions with the total composition C6H4F3O3 in a non-equilibrium geometry, with ωB97M-V/def2-TZVPD.

Energy relative to the best compared isomer or geometry (same formula, charge and spin) ... 121.8 kJ/mol
Strongest force on any atom ... 0.08579 Eh/bohr
LUMO level ... 3.5 eV

ORCA input file:
```
! wB97M-V def2-TZVPD RIJCOSX def2/J DEFGRID3
* xyz -1 1
C 1.58 0.87 -0.68
C 0.71 1.89 -1.29
C 2.90 0.79 -0.88
C 0.64 -0.10 0.11
C -0.79 0.53 -0.31
C 3.34 -1.16 0.69
O 4.07 0.91 -1.16
O 1.07 2.68 -2.13
O -0.58 1.85 -0.88
F 4.70 -1.41 0.94
F 2.89 -2.39 0.32
F 2.73 -0.98 1.95
H 0.89 -1.25 -0.28
H 0.97 -0.10 1.18
H -1.24 -0.01 -1.12
H -1.44 0.59 0.59
*
```

Atomic partial charges in e from the natural (NBO) method, atoms 1 to 6: C -0.505; C 0.768; C 0.747; C -0.436; C -0.083; C 0.572

---

Computed, not measured: C6H4N2O in the gas phase in a non-equilibrium geometry, with ωB97M-V/def2-TZVPD.

Structure (SMILES) ... C#C/C=C/C=N\N=C=O
Energy relative to the best compared isomer or geometry (same formula, charge and spin) ... 339.0 kJ/mol
Strongest force on any atom ... 0.02936 Eh/bohr
LUMO level ... -0.5 eV

ORCA input file:
```
! wB97M-V def2-TZVPD RIJCOSX def2/J DEFGRID3
* xyz 0 1
C 2.77 1.62 0.00
C 1.80 0.94 -0.22
C 0.38 -0.92 0.36
C -0.79 -1.77 0.21
C 0.67 0.13 -0.42
C -2.22 0.96 -0.07
N -1.99 -1.45 -0.07
N -2.36 -0.20 -0.29
O -2.31 2.12 -0.01
H 3.61 2.22 0.19
H 1.05 -1.19 1.17
H -0.67 -2.83 0.41
H 0.07 0.38 -1.28
*
```

Atomic partial charges in e from the natural (NBO) method, atoms 1 to 6: C -0.166; C -0.061; C -0.234; C 0.057; C -0.226; C 0.828

---

Computed, not measured: a molecular structure, C6H4N2O2 in a non-equilibrium geometry, with ωB97M-V/def2-TZVPD.

Energy relative to the best compared isomer or geometry (same formula, charge and spin) ... 534.5 kJ/mol
Strongest force on any atom ... 0.10649 Eh/bohr
LUMO level ... -1.3 eV

ORCA input file:
```
! wB97M-V def2-TZVPD RIJCOSX def2/J DEFGRID3
* xyz 0 1
C 1.45 -2.29 0.18
C -0.62 0.40 0.44
C 0.62 1.14 0.55
C -0.49 -0.81 -0.11
C 1.68 0.45 0.12
C 0.88 -1.19 -0.51
N 1.89 -3.19 0.74
N 3.04 0.68 -0.06
O 3.52 1.60 0.57
O 3.64 -0.04 -0.83
H -1.55 0.83 0.77
H 0.64 2.14 0.94
H -1.30 -1.52 -0.23
H 1.11 -1.18 -1.57
*
```

Atomic partial charges in e from the natural (NBO) method, atoms 1 to 6: C 0.256; C -0.213; C -0.188; C -0.135; C 0.144; C -0.338

---

Computed, not measured: a molecular structure, C6H4N2O6Rh in a non-equilibrium geometry, with ωB97M-V/def2-TZVPD.

Energy relative to the best compared isomer or geometry (same formula, charge and spin) ... 303.7 kJ/mol
Strongest force on any atom ... 0.13377 Eh/bohr
LUMO level (alpha / beta) ... -13.0 / -17.8 eV

ORCA input file:
```
! wB97M-V def2-TZVPD RIJCOSX def2/J DEFGRID3
* xyz 3 5
O -2.69 0.50 -4.48
C -2.11 0.39 -3.51
Rh -0.69 0.13 -1.14
O 1.96 1.14 -2.39
C 0.96 0.76 -1.93
C -2.22 -0.53 -0.16
O -3.13 -0.92 0.44
C -0.17 -1.69 -1.53
O 0.15 -2.78 -1.75
C -1.09 1.93 -0.56
O -1.33 3.00 -0.20
N 0.71 -1.16 2.64
C 1.05 -0.20 1.75
N 2.09 0.64 2.01
O 0.43 -0.08 0.72
H 1.21 -1.27 3.49
H -0.06 -1.77 2.42
H 2.33 1.35 1.34
H 2.61 0.56 2.85
*
```

Atomic partial charges in e from the natural (NBO) method, atoms 1 to 6: O -0.322; C 0.380; Rh 1.074; O -0.228; C 0.399; C 0.399